Entry from the OMol25 dataset: a 5-piece molecular cluster, CH11O5 overall (ωB97M-V/def2-TZVPD).

ORCA input file:
```
! RIJCOSX wB97M-V def2-TZVPD def2/J DEFGRID3
* xyz 0 2
C 0.166 1.800 -0.290
O -0.252 0.483 -0.374
H -0.462 2.423 0.344
H 1.242 1.829 -0.128
H 0.047 2.153 -1.320
H 2.223 0.276 1.599
H 1.134 -0.100 0.600
O 1.793 -0.489 1.199
H -0.457 -0.413 1.833
H -1.883 -0.430 1.614
O -1.262 -0.134 2.294
H -1.013 -0.373 -2.112
H -1.714 0.843 -2.050
O -1.141 0.388 -2.685
H 1.504 -2.084 -0.219
H 0.238 -1.148 -0.643
O 0.562 -1.960 -0.257
*
```

Properties
HOMO (alpha / beta) in eV: -11.0 / -11.0
⟨S²⟩: 0.7539
LUMO energy (alpha / beta) in eV: 0.384 / -3.000
Total energy in eV: -11449.6184